Record 1
Entry from the Open Molecules 2025 dataset: a cluster of 3 separate species, C6H10O in total (ωB97M-V/def2-TZVPD).

Element x y z (Å)
C1 0.6810 -1.6263 -0.6964
C2 1.6320 -1.0243 0.0087
O1 1.8666 -1.1476 1.3403
H1 0.0092 -2.3534 -0.2499
H2 0.5255 -1.3675 -1.7372
H3 2.3447 -0.3462 -0.4427
H4 1.1193 -1.6120 1.7405
C3 0.2989 2.3477 -0.5607
C4 1.4508 2.0282 -0.6767
H5 -0.7152 2.6537 -0.4586
H6 2.4813 1.7795 -0.7850
C5 -1.7955 -0.5234 0.5234
C6 -2.1148 0.7459 0.3190
H7 -1.3027 -0.8445 1.4385
H8 -1.9969 -1.2895 -0.2184
H9 -2.5738 1.0726 -0.6114
H10 -1.9103 1.5074 1.0666

SMILES = C=CO.C#C.C=C
multiplicity = 1
max |F| = 0.622 eV/A
lowest unoccupied orbital energy = 0.95 eV
E_HOMO = -0.32596 hartree

---

Record 2
Entry from the Open Molecules 2025 dataset: the molecule C6H10O in a non-equilibrium geometry (ωB97M-V/def2-TZVPD).

Element x y z (Å)
C1 2.2309 0.0992 0.2673
C2 0.7519 -0.1165 0.0122
C3 0.0764 -1.1754 0.4543
C4 -1.3968 -1.1763 0.1585
C5 -1.6716 0.2136 -0.4298
C6 -0.2048 0.8561 -0.6542
O1 0.0285 2.1820 -0.2222
H1 2.4424 0.9854 0.8821
H2 2.8047 0.2202 -0.6579
H3 2.6512 -0.7622 0.8054
H4 0.5513 -2.0077 0.9598
H5 -1.9985 -1.3757 1.0480
H6 -1.6243 -1.9802 -0.5563
H7 -2.2954 0.1075 -1.3454
H8 -2.2200 0.9008 0.2115
H9 -0.3792 0.8140 -1.7072
H10 0.1410 2.1450 0.7415

SMILES = CC1=CCC[C@H]1O
multiplicity = 1
max |F| = 2.388 eV/A
lowest unoccupied orbital energy = 0.99 eV
E_HOMO = -0.32984 hartree

---

Record 3
Entry from the Open Molecules 2025 dataset: the molecule C6H10O (ωB97M-V/def2-TZVPD).

Element x y z (Å)
C1 -0.3910 -2.0923 -0.0758
C2 -0.4055 -0.6119 -0.1715
C3 -1.3200 0.3509 -0.0434
O1 -2.6532 0.3584 0.2215
C4 -0.3721 1.4877 -0.3130
C5 0.7090 0.3788 -0.4629
C6 1.8427 0.4254 0.5478
H1 -1.3906 -2.4593 0.1417
H2 0.2858 -2.4179 0.7148
H3 -0.0467 -2.5320 -1.0125
H4 -2.9697 1.2678 0.2266
H5 -0.2055 2.1688 0.5217
H6 -0.5716 2.0639 -1.2171
H7 1.1128 0.3091 -1.4763
H8 1.4445 0.4786 1.5586
H9 2.4552 -0.4697 0.4656
H10 2.4756 1.2936 0.3741

SMILES = CC1=C(O)C[C@H]1C
multiplicity = 1
max |F| = 0.300 eV/A
lowest unoccupied orbital energy = 0.83 eV
E_HOMO = -0.30191 hartree

---

Record 4
Entry from the Open Molecules 2025 dataset: the molecule C6H10O (ωB97M-V/def2-TZVPD).

Element x y z (Å)
C1 1.8104 -0.6373 0.0870
C2 0.5581 0.1281 0.5141
C3 0.2615 1.4078 -0.2989
C4 -1.2068 1.6146 -0.5000
C5 -1.8236 0.3493 -0.0003
C6 -0.7579 -0.6921 0.4144
O1 -0.7010 -1.7644 -0.5111
H1 1.7379 -0.9866 -0.9492
H2 2.7021 -0.0041 0.1614
H3 1.9729 -1.5217 0.7119
H4 0.6840 0.4266 1.5635
H5 0.6544 1.3425 -1.3339
H6 0.7414 2.3136 0.0964
H7 -2.5325 -0.0537 -0.7386
H8 -2.5182 0.6333 0.8062
H9 -0.9887 -1.1687 1.3711
H10 -0.5940 -1.3872 -1.3941

multiplicity = 1
max |F| = 0.467 eV/A
lowest unoccupied orbital energy = 0.16 eV
E_HOMO = -0.31005 hartree

---

Number 1: E -309.694792 a.u.. Number 2: E -309.817001 a.u.. Number 3: E -309.813533 a.u.. Number 4: E -309.727474 a.u..